Entry 1:
Molecular formula: C16H19NO2S2
Method: DFT, ωB97M-V/def2-TZVPD

Structure (XYZ):
```
40
Properties=species:S:1:pos:R:3:lowdin_charge:R:1
C 1.836 -2.268 5.439 -0.05
C 1.753 -2.092 3.954 -0.27
C 2.682 -2.693 3.111 -0.03
C 2.608 -2.513 1.740 -0.05
C 1.601 -1.729 1.215 -0.28
S 1.529 -1.478 -0.548 0.67
O 2.354 -2.461 -1.195 -0.29
O 1.764 -0.095 -0.857 -0.30
N -0.093 -1.775 -0.860 -0.14
C -0.738 -1.008 -1.900 -0.29
C -2.104 -0.492 -1.462 -0.44
S -2.061 0.437 0.100 0.87
C -0.858 1.770 -0.278 -0.40
C -1.171 2.468 -1.560 -0.31
C -2.417 3.050 -1.767 -0.06
C -2.705 3.681 -2.963 -0.08
C -1.751 3.738 -3.965 -0.09
C -0.507 3.163 -3.765 -0.08
C -0.218 2.528 -2.570 -0.05
C 0.665 -1.122 2.030 -0.05
C 0.745 -1.309 3.398 -0.03
H 2.218 -1.356 5.899 0.09
H 2.501 -3.086 5.700 0.08
H 0.851 -2.463 5.858 0.08
H 3.467 -3.305 3.529 0.11
H 3.314 -2.972 1.066 0.11
H -0.286 -2.763 -0.878 0.12
H -0.858 -1.586 -2.825 0.13
H -0.078 -0.165 -2.113 0.08
H -2.791 -1.315 -1.267 0.07
H -2.521 0.158 -2.233 0.08
H 0.142 1.335 -0.293 0.05
H -0.949 2.445 0.575 0.09
H -3.162 2.995 -0.985 0.11
H -3.677 4.128 -3.115 0.10
H -1.976 4.230 -4.900 0.10
H 0.241 3.207 -4.543 0.10
H 0.753 2.081 -2.410 0.11
H -0.121 -0.527 1.594 0.05
H 0.016 -0.843 4.044 0.12
```

Results
HOMO: -8.55 eV
Energy relative to the best compared isomer or geometry (same formula, charge and spin): 6.41 kcal/mol
SMILES: Cc1ccc(S(=O)(=O)NCCSCc2ccccc2)cc1
LUMO energy: 0.62 eV
Gap between HOMO and LUMO: 9.166 eV

Entry 2:
Molecular formula: C16H19NO3S
Method: DFT, ωB97M-V/def2-TZVPD

Structure (XYZ):
```
40
Properties=species:S:1:pos:R:3:lowdin_charge:R:1
C 2.432 -3.421 -2.900 -0.10
C 1.867 -2.084 -2.440 -0.25
C 1.603 -2.080 -0.929 -0.19
C 1.073 -0.749 -0.492 -0.18
C 1.930 0.254 0.041 -0.26
C 3.399 0.018 0.211 -0.02
N 1.496 1.422 0.428 0.18
C 0.203 1.745 0.294 -0.13
C -0.221 3.044 0.709 -0.21
O 0.746 3.825 1.239 -0.07
C 0.410 5.128 1.647 -0.08
C -1.538 3.406 0.541 -0.02
C -2.453 2.521 -0.043 -0.07
C -2.078 1.268 -0.438 -0.07
C -0.747 0.848 -0.261 -0.16
C -0.260 -0.432 -0.615 -0.39
S -1.419 -1.663 -1.213 1.00
C -2.274 -2.029 0.370 -0.32
C -1.243 -2.570 1.318 -0.61
O -0.866 -3.708 1.370 0.10
O -0.743 -1.600 2.096 0.11
H 1.738 -4.225 -2.666 0.08
H 2.600 -3.413 -3.974 0.07
H 3.379 -3.629 -2.405 0.07
H 2.565 -1.281 -2.690 0.11
H 0.928 -1.883 -2.960 0.10
H 0.872 -2.861 -0.706 0.09
H 2.525 -2.318 -0.399 0.11
H 3.854 0.933 0.577 0.08
H 3.582 -0.779 0.931 0.08
H 3.859 -0.262 -0.734 0.08
H -0.340 5.121 2.445 0.10
H 1.332 5.565 2.024 0.09
H 0.040 5.730 0.809 0.10
H -1.888 4.381 0.843 0.10
H -3.473 2.848 -0.182 0.11
H -2.786 0.605 -0.913 0.09
H -2.724 -1.117 0.756 0.08
H -3.017 -2.785 0.128 0.09
H -0.044 -1.948 2.672 0.14
```

Results
HOMO: -8.12 eV
Energy relative to the best compared isomer or geometry (same formula, charge and spin): 0.00 kcal/mol
SMILES: CCCc1c(C)nc2c(OC)cccc2c1SCC(=O)O
LUMO energy: 0.26 eV
Gap between HOMO and LUMO: 8.379 eV

Entry 3:
Molecular formula: C16H19O4P
Method: DFT, ωB97M-V/def2-TZVPD

Structure (XYZ):
```
40
Properties=species:S:1:pos:R:3:lowdin_charge:R:1
C 1.285 4.309 1.061 -0.09
O 1.068 3.616 -0.144 -0.08
C 0.028 2.742 -0.216 -0.28
C -0.123 2.077 -1.436 -0.01
C -1.140 1.165 -1.614 -0.04
C -2.029 0.886 -0.580 -0.24
C -3.089 -0.149 -0.753 -0.36
O -4.254 0.063 0.016 -0.07
P -2.610 -1.846 -0.115 0.60
O -3.508 -2.880 -0.640 -0.30
O -2.698 -1.697 1.479 -0.13
C -0.819 -2.127 -0.389 -0.20
C 0.078 -1.500 0.677 -0.19
C 1.523 -1.684 0.306 -0.24
C 2.209 -0.683 -0.370 -0.03
C 3.529 -0.864 -0.744 -0.08
C 4.179 -2.050 -0.448 -0.10
C 3.502 -3.054 0.224 -0.09
C 2.183 -2.871 0.598 -0.04
C -1.882 1.553 0.627 -0.03
C -0.867 2.476 0.815 -0.01
H 1.490 3.621 1.888 0.10
H 2.160 4.933 0.888 0.09
H 0.432 4.945 1.318 0.10
H 0.573 2.299 -2.229 0.12
H -1.246 0.658 -2.563 0.12
H -3.337 -0.278 -1.816 0.14
H -4.747 0.811 -0.339 0.11
H -3.627 -1.765 1.717 0.08
H -0.571 -1.736 -1.379 0.10
H -0.690 -3.210 -0.420 0.10
H -0.151 -0.438 0.764 0.09
H -0.132 -1.974 1.637 0.12
H 1.703 0.244 -0.602 0.09
H 4.052 -0.076 -1.266 0.10
H 5.209 -2.191 -0.739 0.10
H 4.005 -3.981 0.459 0.10
H 1.658 -3.655 1.125 0.11
H -2.567 1.338 1.433 0.12
H -0.782 2.973 1.768 0.11
```

Results
HOMO: -8.62 eV
Energy relative to the best compared isomer or geometry (same formula, charge and spin): 2.46 kcal/mol
SMILES: COc1ccc([C@H](O)[P@](=O)(O)CCc2ccccc2)cc1
LUMO energy: 0.59 eV
Gap between HOMO and LUMO: 9.213 eV

Entry 4:
Molecular formula: C16H20AsCeCl2N2Te
Method: DFT, ωB97M-V/def2-TZVPD

Structure (XYZ):
```
43
Properties=species:S:1:pos:R:3:mulliken_spin:R:1
Ce 1.030 -1.236 13.286 0.00
C 2.502 1.644 17.441 0.02
C 3.348 1.534 16.359 -0.02
C 3.416 0.398 15.585 0.05
C 2.517 -0.668 15.821 -0.02
C 1.580 -0.533 16.902 0.01
C 1.564 0.643 17.691 -0.02
N 2.650 -1.774 14.989 0.02
N 1.822 -2.845 15.074 -0.05
C 2.090 -3.733 13.983 0.01
C 3.439 -3.958 13.583 0.00
C 3.737 -4.738 12.550 0.01
C 2.737 -5.363 11.757 -0.01
C 1.455 -5.066 12.102 0.00
C 1.061 -4.220 13.190 -0.01
H 2.597 2.509 18.012 0.00
H 4.122 2.292 16.143 0.00
H 4.169 0.351 14.873 0.00
H 0.953 -1.410 17.128 0.00
H 0.954 0.628 18.520 0.00
H 4.223 -3.462 14.133 0.00
H 4.783 -4.890 12.373 0.00
H 2.940 -5.961 10.895 0.00
H 0.607 -5.451 11.596 0.00
Cl 6.678 -0.952 16.517 0.13
C 5.667 -1.795 17.531 0.85
Cl 2.051 0.781 11.582 0.00
H 5.516 -1.412 18.481 0.01
H 5.405 -2.852 17.239 0.01
Te -0.910 -3.586 13.421 0.02
C -1.576 0.993 16.263 0.00
As -0.862 1.029 14.441 0.00
C -2.459 1.139 13.380 0.00
C -0.034 2.872 14.362 0.00
H -2.338 1.866 16.315 0.00
H -0.789 1.105 16.966 0.00
H -2.181 0.135 16.446 0.00
H -2.832 2.084 13.425 0.00
H -3.089 0.362 13.771 0.00
H -2.257 0.766 12.386 0.00
H -0.869 3.535 14.594 0.00
H 0.253 3.033 13.299 0.00
H 0.630 2.983 15.181 0.00
```

Results
HOMO (spin up / spin down): -6.97 / -6.94 eV
Expectation value of S²: 1.243
Energy relative to the best compared isomer or geometry (same formula, charge and spin): 26.17 kcal/mol
LUMO energy (spin up / spin down): -1.06 / -1.27 eV
Gap between HOMO and LUMO (spin up / spin down): 5.907 / 5.674 eV
2S+1: 2

Entry 5:
Molecular formula: C16H20AsF6N2O5PS
Method: DFT, ωB97M-V/def2-TZVPD

Structure (XYZ):
```
52
Properties=species:S:1:pos:R:3:lowdin_charge:R:1
C 2.921 1.174 0.656 -0.03
C 1.899 0.126 0.270 -0.41
N 1.863 -0.941 0.959 0.18
C 0.965 0.312 -0.933 -0.07
C -0.375 1.017 -0.607 -0.37
C -0.721 0.802 0.897 -0.01
C -2.135 1.230 1.284 -0.45
O -2.303 2.339 1.739 0.14
O -3.211 0.381 1.139 0.09
C -3.875 0.063 2.340 -0.43
C -3.202 0.183 3.700 0.03
O -4.994 -0.362 2.251 0.15
N -0.327 2.501 -0.703 0.09
C -1.317 3.111 -1.238 -0.28
S -2.583 2.058 -1.827 1.10
C -1.415 0.640 -1.700 -0.62
C -2.154 -0.675 -1.623 -0.30
C -3.185 -0.857 -2.531 -0.10
C -3.959 -1.990 -2.561 -0.04
C -3.695 -2.991 -1.645 -0.06
C -2.655 -2.838 -0.766 -0.06
C -1.881 -1.705 -0.737 -0.04
P -0.703 0.668 -3.520 0.89
O 0.322 1.959 -3.666 -0.27
O 0.088 -0.741 -3.820 -0.24
H 2.791 1.527 1.682 0.09
H 3.911 0.673 0.632 0.08
H 2.987 2.001 -0.062 0.07
H 1.156 -1.570 0.568 0.05
H 1.534 0.817 -1.721 0.11
H 0.712 -0.692 -1.285 0.11
H -0.048 1.445 1.472 0.14
H -0.546 -0.212 1.262 0.12
H -3.954 -0.026 4.458 0.10
H -2.789 1.175 3.893 0.09
H -2.395 -0.557 3.771 0.10
H 0.451 3.028 -0.312 0.19
H -1.478 4.177 -1.360 0.13
H -3.402 -0.072 -3.254 0.09
H -4.746 -2.046 -3.305 0.12
H -4.333 -3.869 -1.656 0.12
H -2.473 -3.657 -0.075 0.12
H -1.065 -1.626 -0.030 0.10
H 1.256 1.702 -3.743 0.07
H -0.125 -1.439 -3.183 0.06
F 5.826 0.268 1.612 -0.30
As 7.036 -0.898 2.131 0.71
F 7.793 -0.786 0.563 -0.28
F 6.016 -2.189 1.544 -0.28
F 8.230 -2.055 2.642 -0.27
F 6.257 -0.992 3.689 -0.28
F 8.032 0.410 2.707 -0.27
```

Results
HOMO: -10.20 eV
LUMO energy: -2.59 eV
Gap between HOMO and LUMO: 7.614 eV

Number 1: energy -44155.890 eV. Number 2: energy -35368.857 eV. Number 3: energy -34380.783 eV. Number 4: energy -125998.398 eV. Number 5: energy -127403.174 eV.